C4H2IO2 | ωB97M-V with the def2-TZVPD basis set

As for the gap between HOMO and LUMO: 7.50 eV. For the highest occupied orbital energy, the calculation gives -4.502 eV. As for the net charge: -1.

```
9
Properties=species:S:1:pos:R:3:forces:R:3
C 1.152899 -1.709766 -0.707176 2.9 -1.6 -0.3
C 0.539319 -0.733341 -0.384410 -0.4 -0.8 0.0
C -0.470019 1.099116 1.213456 0.3 -1.6 -2.4
C -0.423453 0.257750 -0.218358 -4.0 -0.4 0.0
O -0.332655 2.288045 1.131878 0.1 2.0 0.2
O -0.595921 0.249040 2.057295 -0.4 -1.1 2.4
I -0.132418 1.545007 -1.948211 -0.5 0.0 -0.1
H 2.038263 -2.351706 -0.905637 -1.5 0.7 0.3
H -1.776014 -0.644145 -0.238837 3.5 2.7 -0.2
```
Positions in Å, forces in eV/Å.

C4H2IPS | ωB97M-V with the def2-TZVPD basis set

As for the gap between HOMO and LUMO (spin up / spin down): 5.05 / 5.05 eV. For the highest occupied orbital energy (spin up / spin down), the calculation gives -8.724 / -8.723 eV.

```
9
Properties=species:S:1:pos:R:3:forces:R:3
C -2.121906 0.994847 -0.382128 0.6 -0.6 -0.3
C 1.899132 -1.070023 0.033217 0.7 1.3 0.6
C -1.322562 0.263314 -0.879110 0.4 0.4 -0.9
C 1.032184 -0.982269 -0.824992 1.4 0.2 1.0
P -0.253202 -0.553289 -1.944177 1.1 -1.8 -0.3
S -1.064643 -2.054271 -2.884287 0.5 1.1 0.1
I 2.091912 1.377566 -3.923965 -1.1 -0.7 0.9
H -2.864114 1.555117 0.037177 -1.4 1.2 0.9
H 2.720980 -0.849503 0.842542 -2.1 -1.0 -2.1
```
Positions in Å, forces in eV/Å.

C4H2KO5 | ωB97M-V with the def2-TZVPD basis set

As for the gap between HOMO and LUMO: 9.60 eV. For the highest occupied orbital energy, the calculation gives -14.259 eV. As for the net charge: +1.

```
12
Properties=species:S:1:pos:R:3:forces:R:3
O 1.966838 0.825844 0.813407 -0.3 1.7 0.2
C 1.135694 0.343255 0.105998 -2.5 0.4 0.1
O 1.123003 0.379041 -1.229439 0.3 1.0 -0.1
C -0.297708 0.612328 -1.506162 0.0 -0.3 -0.4
O -0.644777 1.280894 -2.395642 0.0 -0.1 -0.4
C -1.021392 -0.060770 -0.411215 -0.6 -0.2 0.4
O -2.326680 -0.354120 -0.483513 0.3 0.1 0.0
C -0.144472 -0.285066 0.574934 0.1 -0.3 -0.3
O -0.384560 -0.773044 1.795672 -0.2 0.3 0.0
H -2.876987 0.361480 -0.139336 -0.1 0.0 0.0
H 0.281171 -1.399806 2.091043 0.0 0.0 0.1
K 3.189871 -0.930034 0.784252 3.1 -2.8 0.3
```
Positions in Å, forces in eV/Å.

C4H2N2 | ωB97M-V with the def2-TZVPD basis set

As for the gap between HOMO and LUMO: 11.49 eV. For the highest occupied orbital energy, the calculation gives -10.636 eV.

```
8
Properties=species:S:1:pos:R:3:forces:R:3
C 2.146869 -1.053023 -0.057280 -0.3 0.4 -0.1
C -2.548394 -0.034047 0.166516 0.7 -0.5 -0.2
C 1.500880 -0.041843 -0.168435 0.8 -1.0 0.3
C 0.239590 2.096281 -0.174895 -0.1 0.2 0.0
N -1.814026 -0.734873 -0.351203 0.2 -0.5 -0.5
N 0.838116 1.092368 -0.196886 0.0 0.0 0.0
H 2.729398 -1.953307 0.037507 -0.3 0.4 -0.1
H -3.092430 0.628444 0.744679 -1.0 0.9 0.6
```
Positions in Å, forces in eV/Å.

C4H2N2O | ωB97M-V with the def2-TZVPD basis set

As for the gap between HOMO and LUMO (spin up / spin down): 6.58 / 6.58 eV. For the highest occupied orbital energy (spin up / spin down), the calculation gives -9.744 / -9.746 eV.

```
9
Properties=species:S:1:pos:R:3:forces:R:3
C 3.216204 0.220366 -0.035750 0.7 -0.3 0.3
C 0.657397 0.823489 -0.021386 -0.9 -0.9 0.0
C -0.211603 -1.284490 0.058194 0.6 0.4 -0.6
C 1.927780 0.503185 -0.107406 -0.6 -0.8 -0.1
N 4.330605 -0.099691 0.060051 0.3 0.1 -0.1
N -0.427211 0.052203 -0.072228 -0.3 -0.4 0.5
O 0.835015 -1.912769 -0.038425 0.2 1.1 0.1
H 0.282814 1.783957 0.199182 0.7 1.8 -0.1
H -1.164015 -1.717549 0.290628 -0.6 -1.1 0.1
```
Positions in Å, forces in eV/Å.

C4H2N2O | ωB97M-V with the def2-TZVPD basis set

As for the gap between HOMO and LUMO: 10.05 eV. For the highest occupied orbital energy, the calculation gives -10.512 eV. As for the SMILES: N#CC#CC(N)=O.

```
9
Properties=species:S:1:pos:R:3:forces:R:3
N -0.975038 2.117662 2.737223 -1.7 0.5 1.5
C -1.559953 1.266286 2.195574 2.2 1.1 -0.2
C -0.891260 0.627906 1.150532 -0.2 -1.3 -1.2
C -0.102985 0.266724 0.323343 -0.5 -0.1 0.2
C 0.839844 -0.187779 -0.691035 0.2 -0.1 -0.2
N 0.359412 -1.212754 -1.440741 0.1 -0.1 -0.1
O 1.933686 0.319427 -0.826489 -0.3 -0.2 0.0
H -0.554499 -1.607441 -1.286258 0.2 0.1 0.0
H 0.950792 -1.590030 -2.162148 0.0 0.0 0.0
```
Positions in Å, forces in eV/Å.

no.,calculated total energy (eV)
1,-16373.532
2,-32399.170
3,-30735.417
4,-7156.010
5,-9203.041
6,-9204.501